{"formula": "C4H10O2", "method": "ωB97M-V/def2-TZVPD", "homo_lumo_gap_ev": 7.3143, "e_homo_ev": -6.6638, "lumo_ev": 0.65, "symbols": ["H", "O", "H", "C", "H", "C", "H", "O", "C", "H", "H", "C", "H", "H", "H", "H"], "coordinates": [[-2.3268, 1.1017, -0.2355], [-0.0780, -1.0076, 1.1760], [1.3993, -1.2284, -0.0512], [-2.0079, 0.2001, 0.2991], [-0.0950, 0.9989, 0.9440], [0.1469, 0.0090, -0.9747], [2.8567, 0.4681, 0.2821], [1.5001, -0.7198, -0.8946], [2.1259, 0.7077, -0.4840], [-2.4017, -0.6692, -0.2448], [0.1210, 0.9739, -1.5058], [-0.4899, 0.1314, 0.4107], [-0.6682, -1.7369, 0.9413], [2.6316, 0.9277, -1.4282], [-2.4576, 0.2183, 1.2966], [-0.3836, -0.7337, -1.5651]]}